Entry 1:
C3H8N2Si | wB97M-V/def2-TZVPD

Computed properties:
Frontier orbital gap = 0.3333 Ha
F_max = 0.022 hartree/bohr
Charge = 0
Highest occupied orbital energy = -8.08 eV
E_LUMO = 0.99 eV
SMILES = [SiH3]N1CCC=N1

Last column: Mulliken charge in e.
Element x y z (Å)
Si  2.285  -0.096  0.065  0.090
N  0.545  -0.244  -0.006  0.539
C  -0.401  0.872  -0.189  -0.672
C  -1.781  0.238  0.038  -0.358
C  -1.396  -1.212  0.074  -0.280
N  -0.135  -1.408  0.079  -0.598
H  2.827  -1.341  0.567  -0.084
H  2.532  1.059  0.941  -0.084
H  2.789  0.270  -1.271  -0.086
H  -0.305  1.259  -1.209  0.268
H  -0.175  1.674  0.514  0.321
H  -2.228  0.525  0.994  0.226
H  -2.496  0.453  -0.756  0.282
H  -2.059  -2.050  0.161  0.436

=====

Entry 2:
C4H12 | wB97M-V/def2-TZVPD

Computed properties:
Frontier orbital gap = 0.4599 Ha
F_max = 0.036 hartree/bohr
Charge = 0
Highest occupied orbital energy = -11.38 eV
E_LUMO = 1.13 eV
SMILES = CC.CC

Last column: Mulliken charge in e.
Element x y z (Å)
C  2.714  -0.510  -1.054  -0.870
C  1.219  -0.787  -1.015  -0.520
H  2.905  0.569  -1.087  0.291
H  3.171  -0.765  -0.098  0.273
H  3.199  -0.893  -1.952  0.278
H  0.487  -0.077  -0.641  -0.026
H  1.029  -1.668  -0.368  0.251
H  0.829  -0.968  -2.028  0.311
C  -1.323  0.623  1.510  -0.573
C  -2.579  0.621  0.563  -0.861
H  -0.463  0.546  0.860  0.046
H  -1.376  1.603  2.021  0.290
H  -1.327  -0.226  2.200  0.254
H  -3.441  0.988  1.123  0.322
H  -2.733  -0.385  0.191  0.274
H  -2.312  1.328  -0.225  0.261

=====

Entry 3:
C26H42IN10O2S2 | wB97M-V/def2-TZVPD

Computed properties:
Frontier orbital gap = 0.2614 Ha
F_max = 0.147 hartree/bohr
Charge = +1
Highest occupied orbital energy = -11.11 eV
E_LUMO = -4.00 eV

Last column: Mulliken charge in e.
Element x y z (Å)
C  -3.989  -2.030  -0.356  -0.490
C  -4.821  -1.249  -1.506  -0.483
S  -4.071  -1.683  -3.182  -0.111
C  -2.927  -0.250  -3.495  -0.521
C  -1.743  -0.565  -4.509  0.297
N  -1.659  -1.423  -5.674  0.018
C  -0.328  -1.253  -6.205  -0.320
N  0.393  -0.298  -5.374  -0.005
S  2.030  0.164  -5.761  1.170
C  2.053  2.032  -5.854  -0.842
O  2.412  -0.308  -7.158  -0.650
O  3.052  -0.395  -4.816  -0.567
C  -0.428  0.198  -4.262  -0.062
C  -0.062  1.240  -3.095  -0.872
C  0.879  0.441  -2.055  -0.162
C  1.586  1.412  -0.959  -0.957
I  2.125  0.119  0.739  0.073
H  -2.866  -1.791  -0.493  -0.039
H  -4.112  -3.155  -0.517  0.321
H  -4.316  -1.676  0.687  0.141
H  -5.945  -1.429  -1.467  0.404
H  -4.635  -0.123  -1.306  0.237
H  -3.574  0.649  -3.771  0.415
H  -2.432  -0.005  -2.479  0.087
H  -2.423  -2.005  -6.043  0.296
H  0.154  -1.734  -7.120  0.454
H  2.597  2.507  -4.971  0.330
H  2.503  2.326  -6.868  0.384
H  0.971  2.437  -5.829  0.292
H  -1.036  1.573  -2.574  0.500
H  0.412  2.186  -3.524  0.333
H  1.716  -0.114  -2.631  0.292
H  0.295  -0.345  -1.462  0.098
H  2.558  1.779  -1.456  0.362
H  0.911  2.278  -0.651  0.442
C  0.197  1.885  3.800  -0.156
C  -0.953  2.503  3.063  0.346
N  -1.860  2.991  2.481  -0.499
H  1.137  2.200  3.350  -0.235
H  0.180  2.198  4.846  0.289
H  0.127  0.797  3.753  0.213
C  2.264  5.566  2.908  -0.707
C  2.699  4.153  3.159  0.443
N  3.040  3.038  3.355  -0.523
H  1.676  5.929  3.753  0.276
H  3.138  6.207  2.781  0.357
H  1.651  5.613  2.001  0.291
C  -0.086  -4.106  -0.451  -0.526
C  -1.255  -4.001  0.482  0.407
N  -2.176  -3.919  1.218  -0.448
H  0.845  -4.060  0.116  0.307
H  -0.127  -5.052  -0.993  0.272
H  -0.106  -3.284  -1.169  0.014
C  4.290  -1.823  4.461  -0.533
C  2.801  -1.808  4.636  0.344
N  1.626  -1.795  4.774  -0.464
H  4.750  -1.085  5.122  0.084
H  4.683  -2.811  4.703  0.301
H  4.545  -1.582  3.427  0.252
C  -1.313  8.339  2.091  -0.742
C  -0.131  7.607  1.529  0.377
N  0.800  7.031  1.086  -0.530
H  -1.328  8.240  3.178  0.261
H  -1.253  9.397  1.830  0.286
H  -2.235  7.922  1.683  0.267
C  4.814  -1.408  8.864  -0.753
C  5.683  -1.010  7.708  0.434
N  6.368  -0.696  6.798  -0.475
H  5.143  -0.895  9.769  0.295
H  3.777  -1.138  8.658  0.269
H  4.877  -2.486  9.022  0.268
C  0.352  -5.425  -6.040  -0.736
C  -0.358  -4.999  -4.789  0.378
N  -0.919  -4.666  -3.803  -0.399
H  0.716  -4.548  -6.578  0.203
H  1.200  -6.064  -5.786  0.288
H  -0.332  -5.980  -6.684  0.296
C  -5.547  -3.113  3.969  -0.751
C  -6.010  -2.043  3.026  0.411
N  -6.373  -1.199  2.283  -0.447
H  -6.001  -4.067  3.697  0.255
H  -4.461  -3.207  3.919  0.270
H  -5.837  -2.858  4.990  0.303

=====

Entry 4:
C2H6N2O | wB97M-V/def2-TZVPD

Computed properties:
Frontier orbital gap = 0.3817 Ha
F_max = 0.091 hartree/bohr
Charge = 0
Highest occupied orbital energy = -9.50 eV
E_LUMO = 0.89 eV
SMILES = [H]/N=C(/O)CN

Last column: Mulliken charge in e.
Element x y z (Å)
H  0.832  1.559  -1.494  0.220
N  0.474  1.753  -0.566  -0.825
C  0.164  0.713  0.116  0.807
O  -0.161  0.894  1.418  -0.535
C  0.496  -0.707  -0.227  -0.396
N  -1.020  -1.046  -0.203  -0.589
H  -0.194  1.850  1.569  0.357
H  1.121  -1.183  0.544  0.217
H  0.846  -0.806  -1.255  0.324
H  -1.397  -1.075  0.740  0.197
H  -1.162  -1.951  -0.642  0.223

=====

Entry 5:
C4H6O2 | wB97M-V/def2-TZVPD

Computed properties:
Frontier orbital gap = 0.3660 Ha
F_max = 0.025 hartree/bohr
Charge = 0
Highest occupied orbital energy = -9.36 eV
E_LUMO = 0.60 eV
SMILES = O=CCCC=O

Last column: Mulliken charge in e.
Element x y z (Å)
O  -1.221  -0.224  -1.656  -0.516
C  -1.321  -0.660  -0.530  0.043
C  -0.629  -0.149  0.721  -0.561
C  0.679  0.635  0.529  -0.374
C  1.382  0.158  -0.727  -0.071
O  2.553  -0.145  -0.775  -0.495
H  -2.036  -1.479  -0.341  0.364
H  -0.479  -1.000  1.396  0.320
H  -1.399  0.472  1.200  0.302
H  0.469  1.701  0.373  0.273
H  1.331  0.554  1.408  0.275
H  0.671  0.135  -1.598  0.440

=====

Among the records above, which one has the highest E_LUMO? C4H12

=====

Look up the highest occupied orbital energy of the third one. -11.11 eV

=====

Which formula does entry 4 have? C2H6N2O